C33H69ClN5OsSSb2Si3 as an isolated structure, computed with the ωB97M-V functional and the def2-TZVPD basis.

## Properties
ΔE to the lowest compared entry with this formula, charge and spin   35.8 kcal/mol
<S²>   6.045
F_max   3.54 eV Å⁻¹
2S+1   5
M   1121.5 g/mol
HOMO energy (spin up / spin down)   -14.6 / -15.2 eV
Net charge   +3

Last column: Löwdin spin population.
Cartesian coordinates (Å):
Os -0.22 0.52 0.21  0.92
C 5.05 -0.02 0.95  0.00
C 3.91 0.10 1.88  0.00
N 3.97 0.07 3.17  0.00
N 2.71 0.16 3.63  0.02
C 1.82 0.25 2.63  0.02
S 0.15 0.35 2.69  0.11
N 2.58 0.23 1.48  0.00
N 2.03 0.30 0.20  0.00
H 5.97 -0.05 1.53  0.00
H 5.10 0.82 0.26  0.00
H 4.98 -0.94 0.37  0.00
H 2.53 0.15 4.63  0.00
H 2.49 1.05 -0.33  0.00
H 2.20 -0.58 -0.31  0.00
C 3.56 3.72 0.35  0.00
Si 2.00 4.38 1.25  0.01
C 1.80 6.25 1.03  0.00
C 1.91 3.86 3.08  0.00
Sb -0.11 3.13 -0.01  0.01
Si -2.33 4.12 1.30  0.00
C -1.95 5.93 1.72  0.00
C -2.43 2.99 2.83  0.00
C -3.74 3.91 0.02  0.00
Si 0.04 4.08 -2.64  0.02
C -1.69 3.74 -3.36  0.01
C 1.46 3.13 -3.48  0.00
C 0.44 5.92 -2.39  0.00
H 4.41 4.35 0.59  0.00
H 3.45 3.74 -0.73  0.00
H 3.83 2.71 0.66  0.00
H 2.61 6.75 1.54  0.00
H 0.87 6.62 1.45  0.00
H 1.84 6.56 -0.01  0.00
H 2.78 4.22 3.61  0.00
H 1.86 2.79 3.22  0.00
H 1.04 4.30 3.56  0.00
H -1.19 6.02 2.49  0.00
H -2.84 6.41 2.10  0.00
H -1.63 6.50 0.85  0.00
H -1.58 3.16 3.49  0.00
H -2.43 1.93 2.56  0.00
H -3.32 3.19 3.41  0.00
H -3.78 4.78 -0.64  0.00
H -4.70 3.85 0.52  0.00
H -3.61 3.03 -0.59  0.00
H -2.02 2.72 -3.19  0.00
H -1.68 3.90 -4.43  0.00
H -2.43 4.41 -2.94  0.00
H 1.16 2.13 -3.80  0.00
H 2.34 3.04 -2.85  0.00
H 1.76 3.67 -4.38  0.00
H -0.18 6.38 -1.63  0.00
H 0.25 6.45 -3.32  0.00
H 1.48 6.08 -2.14  0.00
Cl -2.65 -5.30 -3.74  0.13
C -1.67 -4.07 -3.06  0.29
C -2.30 -2.86 -2.89  0.06
C -1.82 -1.63 -2.47  0.24
C -0.48 -1.23 -2.23  0.22
C -0.23 0.20 -1.91  0.07
C 0.62 -2.06 -2.37  0.40
C -0.27 -4.44 -2.68  0.08
H -3.35 -2.86 -3.16  0.00
H -2.56 -0.84 -2.38  0.01
H -1.01 0.82 -2.38  0.01
H 0.75 0.51 -2.29  0.00
H 1.58 -1.59 -2.17  0.01
H -0.23 -4.44 -1.57  0.06
C -3.31 -3.36 0.50  0.01
C -2.27 -3.92 1.44  0.11
C -2.16 -5.42 1.30  0.03
C -2.50 -3.49 2.87  0.03
Sb -0.26 -2.97 0.76  0.79
C 0.76 -3.35 -3.12  0.05
C 2.19 -3.85 -2.89  0.01
C 0.59 -3.04 -4.62  0.03
C 0.10 -5.85 -3.14  0.01
C 1.48 -3.88 2.02  0.10
C 2.75 -3.47 1.30  0.01
C 1.41 -3.30 3.42  0.03
C 1.33 -5.38 2.03  0.02
H -4.29 -3.71 0.80  0.00
H -3.14 -3.70 -0.52  0.00
H -3.31 -2.27 0.52  0.00
H -3.15 -5.85 1.49  0.01
H -1.48 -5.86 2.02  0.00
H -1.87 -5.70 0.29  0.00
H -3.47 -3.87 3.22  0.01
H -2.53 -2.40 2.97  0.00
H -1.75 -3.89 3.54  0.00
H 2.90 -3.04 -3.06  0.00
H 2.45 -4.65 -3.57  0.00
H 2.31 -4.21 -1.86  0.00
H 1.35 -2.32 -4.94  0.00
H -0.39 -2.63 -4.83  0.00
H 0.72 -3.94 -5.20  0.00
H 1.10 -6.11 -2.84  0.00
H 0.02 -5.95 -4.22  0.00
H -0.58 -6.57 -2.69  0.00
H 2.82 -2.39 1.20  0.00
H 2.81 -3.92 0.32  0.00
H 3.62 -3.80 1.87  0.00
H 1.43 -2.21 3.40  0.00
H 2.26 -3.64 4.00  0.01
H 0.51 -3.61 3.94  0.00
H 1.16 -5.78 1.04  0.01
H 0.53 -5.70 2.69  0.00
H 2.26 -5.82 2.41  0.01
C -4.68 0.27 0.22  0.00
C -3.26 0.37 0.22  0.00
N -2.11 0.50 0.21  0.01
H -5.09 0.57 -0.75  0.00
H -5.10 0.92 1.00  0.00
H -4.99 -0.76 0.42  0.00

=====

A 5-piece molecular cluster, C33H69FN6O13S2 overall, computed with the ωB97M-V functional and the def2-TZVPD basis.

## Properties
SMILES string   CCCN[C@]1(S(=O)(=O)F)OS(=O)(=O)[C@@H](CCC(N)=O)[C@@](COCOCCO)(c2cccnc2)[C@@H]1CC(N)(N)N.CC(C)O.CC(C)O.CC(C)O.CC(C)O
F_max   1.02 eV Å⁻¹
M   841.1 g/mol
HOMO energy   -9.1 eV
Net charge   0

Last column: Mulliken charge in e.
Cartesian coordinates (Å):
C 4.08 -3.89 0.47  -1.80
C 2.96 -3.18 -0.31  0.47
C 3.47 -2.47 -1.56  -1.16
N 2.92 -1.12 -1.78  0.33
C 1.70 -0.81 -2.45  -0.74
S 1.26 -2.19 -3.67  1.06
O 1.08 -3.43 -3.01  -0.48
O 2.14 -2.10 -4.78  -0.70
F -0.14 -1.64 -4.15  -0.12
O 1.96 0.19 -3.45  -0.70
S 2.34 1.67 -3.01  1.43
O 3.65 1.67 -2.46  -0.60
O 2.11 2.47 -4.18  -0.77
C 1.08 2.06 -1.80  -1.01
C -0.16 2.60 -2.55  -1.91
C -0.76 1.81 -3.72  0.60
C -1.65 2.75 -4.52  -0.16
N -1.32 2.98 -5.89  -0.58
O -2.61 3.29 -4.01  -0.56
C 0.76 0.94 -0.75  1.32
C 1.91 0.73 0.31  -2.05
O 2.95 1.66 0.16  0.21
C 3.18 2.45 1.31  -0.45
O 4.02 3.49 0.98  -0.43
C 5.34 3.09 0.67  -0.24
C 6.04 4.17 -0.15  -0.53
O 5.08 4.86 -0.94  -0.49
C -0.38 1.51 0.15  1.24
C -0.36 2.87 0.44  -0.56
C -1.30 3.43 1.27  -1.21
C -2.25 2.62 1.84  -0.93
N -2.26 1.31 1.64  -0.72
C -1.35 0.79 0.83  -1.40
C 0.48 -0.39 -1.56  1.86
C -0.07 -1.59 -0.75  -1.64
C -1.55 -2.00 -1.04  -0.71
N -2.38 -0.87 -1.47  -0.24
N -1.61 -3.08 -2.04  -0.51
N -2.05 -2.53 0.24  -0.43
H 4.55 -3.21 1.18  0.45
H 4.81 -4.34 -0.20  0.44
H 3.63 -4.70 1.04  0.42
H 2.50 -2.44 0.35  0.04
H 2.22 -3.94 -0.59  0.28
H 4.54 -2.31 -1.42  0.71
H 3.41 -3.12 -2.43  0.35
H 3.66 -0.52 -2.12  0.46
H 1.58 2.90 -1.32  1.32
H 0.13 3.59 -2.93  0.66
H -0.98 2.80 -1.87  0.66
H -1.42 1.02 -3.35  -0.31
H -0.03 1.36 -4.38  0.46
H -0.95 2.11 -6.27  0.32
H -0.56 3.64 -5.97  0.32
H 1.49 0.84 1.31  0.75
H 2.29 -0.29 0.26  0.21
H 2.25 2.90 1.67  0.27
H 3.61 1.81 2.10  0.26
H 5.34 2.15 0.12  0.13
H 5.90 2.94 1.60  0.35
H 6.58 4.87 0.50  0.36
H 6.78 3.69 -0.80  0.33
H 5.55 5.45 -1.54  0.29
H 0.37 3.54 0.01  0.60
H -1.29 4.49 1.47  0.48
H -3.01 3.04 2.49  0.83
H -1.39 -0.28 0.78  1.43
H -0.30 -0.16 -2.28  -0.32
H 0.53 -2.49 -0.86  0.34
H 0.02 -1.34 0.31  0.95
H -3.02 -1.18 -2.19  0.25
H -2.96 -0.53 -0.71  0.31
H -1.79 -2.74 -2.97  0.20
H -2.39 -3.68 -1.80  0.32
H -1.64 -3.44 0.41  0.24
H -3.06 -2.67 0.16  0.27
C -5.81 0.88 -7.16  -1.40
C -4.67 0.23 -6.40  0.35
C -4.95 0.18 -4.90  -0.93
O -3.45 0.93 -6.64  -0.52
H -5.95 1.91 -6.82  0.33
H -5.59 0.90 -8.23  0.32
H -6.75 0.34 -7.01  0.41
H -4.50 -0.78 -6.77  0.32
H -5.06 1.19 -4.50  0.29
H -4.11 -0.29 -4.37  -0.02
H -5.86 -0.38 -4.69  0.47
H -3.55 1.83 -6.33  0.37
C 4.72 -3.02 6.06  -1.42
C 4.27 -3.12 4.61  0.52
C 3.74 -4.51 4.29  -0.82
O 5.35 -2.79 3.73  -0.54
H 5.53 -3.72 6.25  0.35
H 5.10 -2.01 6.27  0.34
H 3.90 -3.24 6.74  0.37
H 3.49 -2.38 4.42  0.20
H 4.53 -5.26 4.43  0.44
H 3.42 -4.56 3.25  -0.07
H 2.90 -4.77 4.93  0.26
H 6.05 -3.43 3.88  0.35
C -1.20 -4.87 2.98  -1.25
C -0.36 -5.23 4.19  0.59
C -1.22 -5.51 5.41  -1.43
O 0.58 -4.19 4.46  -0.45
H -1.78 -3.97 3.17  0.40
H -0.56 -4.69 2.11  0.13
H -1.90 -5.68 2.73  0.40
H 0.25 -6.11 3.97  0.27
H -1.80 -4.62 5.68  0.34
H -0.60 -5.77 6.27  0.35
H -1.91 -6.33 5.23  0.38
H 0.08 -3.39 4.67  0.28
C -5.49 6.42 3.66  -1.29
C -5.69 4.91 3.74  0.40
C -6.42 4.51 5.01  -1.31
O -4.44 4.24 3.65  -0.51
H -4.89 6.77 4.50  0.34
H -4.97 6.68 2.74  0.31
H -6.45 6.95 3.68  0.39
H -6.26 4.57 2.87  0.25
H -5.84 4.81 5.89  0.35
H -6.56 3.43 5.05  0.32
H -7.40 4.99 5.07  0.39
H -3.90 4.51 4.41  0.29